{"formula": "C21H24O4", "method": "ωB97M-V/def2-TZVPD", "lumo_ev": 0.5, "de_lowest_kj_mol": 0.6, "e_homo_ha": -0.318, "homo_lumo_gap_ev": 9.20, "smiles": "CCOc1ccc(C(=O)CCCC(=O)c2ccc(OCC)cc2)cc1", "multiplicity": 1, "molar_mass_g_mol": 340.42, "species": ["C", "C", "O", "C", "C", "C", "C", "C", "O", "C", "C", "C", "C", "O", "C", "C", "C", "C", "O", "C", "C", "C", "C", "C", "C", "H", "H", "H", "H", "H", "H", "H", "H", "H", "H", "H", "H", "H", "H", "H", "H", "H", "H", "H", "H", "H", "H", "H", "H"], "positions_angstrom": [[-8.862, -1.317, 1.253], [-7.621, -1.308, 0.374], [-6.659, -0.480, 1.001], [-5.457, -0.296, 0.411], [-4.565, 0.538, 1.095], [-3.315, 0.805, 0.587], [-2.909, 0.243, -0.627], [-1.589, 0.488, -1.248], [-1.233, -0.111, -2.242], [-0.710, 1.532, -0.590], [0.564, 1.790, -1.389], [1.470, 2.805, -0.681], [1.997, 2.222, 0.614], [1.475, 2.500, 1.676], [3.133, 1.280, 0.542], [3.797, 0.940, -0.635], [4.858, 0.055, -0.626], [5.288, -0.516, 0.571], [6.317, -1.383, 0.694], [7.051, -1.763, -0.455], [8.145, -2.719, -0.008], [4.624, -0.183, 1.757], [3.571, 0.696, 1.737], [-3.800, -0.595, -1.297], [-5.057, -0.865, -0.797], [-8.616, -1.703, 2.238], [-9.628, -1.944, 0.805], [-9.246, -0.307, 1.363], [-7.865, -0.914, -0.622], [-7.226, -2.327, 0.264], [-4.887, 0.964, 2.032], [-2.654, 1.447, 1.146], [-1.280, 2.458, -0.485], [-0.455, 1.186, 0.414], [1.092, 0.845, -1.531], [0.295, 2.170, -2.377], [0.887, 3.696, -0.437], [2.292, 3.097, -1.334], [3.498, 1.361, -1.582], [5.347, -0.183, -1.558], [6.388, -2.255, -1.179], [7.493, -0.875, -0.929], [8.734, -3.033, -0.865], [8.794, -2.229, 0.712], [7.704, -3.593, 0.462], [4.964, -0.632, 2.677], [3.055, 0.958, 2.649], [-3.482, -1.031, -2.232], [-5.717, -1.515, -1.350]], "nbo_charge": [-0.617, -0.064, -0.492, 0.325, -0.268, -0.146, -0.215, 0.594, -0.558, -0.518, -0.382, -0.500, 0.584, -0.562, -0.236, -0.084, -0.342, 0.341, -0.490, -0.064, -0.618, -0.265, -0.123, -0.132, -0.277, 0.215, 0.214, 0.215, 0.173, 0.174, 0.226, 0.220, 0.225, 0.239, 0.218, 0.218, 0.226, 0.217, 0.205, 0.220, 0.174, 0.174, 0.214, 0.215, 0.216, 0.226, 0.237, 0.234, 0.214]}

{"formula": "C21H25Br28IN3", "method": "ωB97M-V/def2-TZVPD", "lumo_ev": -4.3, "charge": 1, "e_homo_ha": -0.370, "homo_lumo_gap_ev": 5.72, "multiplicity": 1, "molar_mass_g_mol": 2683.67, "species": ["N", "C", "N", "C", "Br", "C", "C", "C", "C", "C", "C", "C", "C", "C", "C", "I", "N", "H", "H", "H", "H", "H", "H", "H", "H", "H", "H", "H", "H", "H", "H", "H", "H", "C", "Br", "Br", "Br", "H", "C", "Br", "Br", "Br", "H", "C", "Br", "Br", "Br", "H", "C", "Br", "Br", "Br", "H", "C", "Br", "Br", "Br", "H", "C", "Br", "Br", "Br", "H", "C", "Br", "Br", "Br", "H", "C", "Br", "Br", "Br", "H", "C", "Br", "Br", "Br", "H"], "positions_angstrom": [[2.861, -2.119, 2.262], [2.574, -1.092, 1.368], [2.292, 0.349, 1.782], [1.041, 0.896, 1.124], [0.984, 2.869, 1.602], [1.010, 0.724, -0.521], [-0.281, -0.224, -0.874], [-1.741, 0.446, -0.409], [-2.392, -0.677, 0.647], [-2.711, -2.168, -0.040], [-3.306, -3.380, 0.893], [-3.578, -3.051, 2.481], [-3.289, -1.563, 3.184], [-2.693, -0.347, 2.248], [2.385, -0.121, -0.937], [2.469, -0.692, -3.051], [2.546, -1.391, -0.118], [3.181, -3.071, 1.924], [2.853, -1.993, 3.317], [3.147, 0.900, 1.549], [0.126, 0.393, 1.662], [0.974, 1.803, -0.980], [-0.415, -0.457, -2.028], [-0.086, -1.266, -0.325], [-2.434, 0.525, -1.352], [-1.617, 1.490, 0.109], [-2.466, -2.333, -1.195], [-3.482, -4.422, 0.368], [-3.977, -3.921, 3.155], [-3.483, -1.339, 4.329], [-2.456, 0.743, 2.602], [3.341, 0.540, -0.728], [3.359, -1.965, -0.431], [4.629, 5.454, 1.478], [4.822, 3.629, 0.831], [3.271, 6.434, 0.489], [4.310, 5.511, 3.396], [5.584, 5.959, 1.298], [-2.980, -7.947, 0.871], [-2.545, -6.054, 0.765], [-1.607, -8.954, 1.812], [-4.745, -8.243, 1.634], [-3.008, -8.327, -0.156], [-8.016, -2.658, 2.059], [-8.450, -0.772, 1.858], [-6.176, -3.035, 1.553], [-8.423, -3.308, 3.846], [-8.658, -3.209, 1.364], [8.642, 3.114, -1.770], [7.150, 2.141, -2.552], [8.443, 5.037, -1.985], [8.935, 2.619, 0.088], [9.540, 2.821, -2.325], [8.623, -2.062, -2.488], [9.127, -3.888, -2.047], [8.725, -1.724, -4.401], [6.879, -1.597, -1.762], [9.355, -1.404, -2.007], [-3.343, 3.946, 3.928], [-3.512, 2.098, 3.344], [-4.494, 5.136, 2.907], [-3.631, 4.128, 5.844], [-2.311, 4.251, 3.730], [-0.945, 5.489, -1.406], [-0.825, 7.341, -1.989], [-1.967, 5.313, 0.240], [-1.630, 4.331, -2.811], [0.075, 5.156, -1.186], [-2.606, 10.085, -4.807], [-1.979, 9.219, -6.433], [-4.029, 9.072, -3.951], [-1.146, 10.463, -3.579], [-3.033, 11.049, -5.103], [-2.522, -10.142, -2.955], [-3.401, -11.838, -2.584], [-3.746, -8.640, -2.783], [-0.925, -9.903, -1.872], [-2.198, -10.172, -4.001]], "lowdin_charge": [0.203, -0.130, -0.012, -0.594, 0.644, -0.302, -0.206, -0.150, -0.129, -0.013, -0.295, -0.209, -0.043, -0.145, -0.691, 0.861, 0.010, 0.163, 0.170, 0.097, 0.116, 0.134, 0.091, 0.119, 0.122, 0.101, 0.107, -0.107, 0.080, 0.097, -0.149, 0.103, 0.117, -1.584, 0.501, 0.562, 0.571, -0.018, -1.569, 0.735, 0.544, 0.582, -0.124, -1.579, 0.557, 0.709, 0.556, -0.025, -1.593, 0.514, 0.566, 0.541, -0.021, -1.599, 0.571, 0.570, 0.472, -0.021, -1.556, 0.754, 0.557, 0.579, -0.028, -1.598, 0.541, 0.517, 0.554, -0.044, -1.592, 0.558, 0.549, 0.526, -0.022, -1.581, 0.578, 0.593, 0.561, -0.023]}

{"formula": "C21H25BrN6O5RhS", "method": "ωB97M-V/def2-TZVPD", "lumo_ev": -3.9, "charge": 1, "e_homo_ha": -0.394, "homo_lumo_gap_ev": 6.81, "multiplicity": 1, "molar_mass_g_mol": 656.35, "species": ["Rh", "N", "C", "C", "C", "N", "C", "C", "N", "C", "H", "H", "H", "H", "H", "H", "H", "H", "H", "H", "H", "H", "H", "H", "H", "H", "Br", "C", "C", "C", "C", "C", "C", "N", "N", "C", "C", "C", "C", "O", "C", "N", "C", "C", "C", "C", "H", "H", "H", "H", "H", "H", "H", "H", "H", "O", "S", "O", "O", "O"], "positions_angstrom": [[0.728, 1.146, 0.399], [-3.762, 1.078, -0.405], [-2.751, 0.180, 0.282], [-2.659, 0.521, 1.764], [-1.519, -0.286, 2.390], [-0.185, 0.311, 2.058], [-1.674, -1.779, 2.088], [-1.916, -2.117, 0.621], [-0.748, -1.727, -0.143], [-3.092, -1.283, 0.079], [-3.357, 2.005, -0.586], [-4.614, 1.195, 0.148], [-4.023, 0.690, -1.315], [-1.809, 0.378, -0.224], [-3.595, 0.238, 2.257], [-2.505, 1.589, 1.928], [-1.574, -0.191, 3.478], [0.535, -0.387, 2.261], [0.013, 1.051, 2.733], [-2.531, -2.118, 2.676], [-0.809, -2.328, 2.469], [-2.197, -3.172, 0.531], [-0.870, -1.821, -1.143], [0.097, -2.227, 0.105], [-4.021, -1.551, 0.592], [-3.217, -1.507, -0.985], [2.213, 8.225, -1.907], [0.541, 7.479, -2.356], [0.494, 6.323, -3.124], [-0.731, 5.755, -3.430], [-1.904, 6.353, -2.974], [-1.846, 7.552, -2.271], [-0.622, 8.105, -1.935], [-3.215, 5.877, -3.279], [-3.524, 4.679, -3.229], [-2.609, 3.686, -2.741], [-2.368, 2.580, -3.525], [-1.502, 1.551, -3.134], [-0.854, 1.596, -1.904], [-0.074, 0.658, -1.443], [-1.155, 2.716, -1.069], [-0.583, 2.680, 0.172], [-0.872, 3.600, 1.063], [-1.796, 4.624, 0.793], [-2.378, 4.698, -0.444], [-2.051, 3.744, -1.440], [1.409, 5.872, -3.481], [-0.764, 4.864, -4.041], [-2.771, 8.041, -1.991], [-0.571, 9.027, -1.374], [-2.850, 2.528, -4.494], [-1.322, 0.710, -3.791], [-0.344, 3.550, 2.008], [-2.024, 5.347, 1.562], [-3.101, 5.473, -0.659], [1.915, 1.878, 1.845], [3.048, 1.214, 0.989], [4.291, 1.122, 1.650], [2.306, -0.120, 0.742], [2.929, 1.921, -0.295]], "nbo_charge": [1.234, -0.682, -0.088, -0.435, -0.040, -0.709, -0.423, -0.041, -0.861, -0.423, 0.459, 0.432, 0.448, 0.285, 0.226, 0.225, 0.223, 0.428, 0.413, 0.232, 0.234, 0.200, 0.383, 0.389, 0.219, 0.221, 0.103, -0.079, -0.217, -0.241, 0.093, -0.216, -0.230, -0.100, -0.128, -0.002, -0.184, -0.297, 0.328, -0.690, 0.027, -0.408, 0.068, -0.251, -0.133, -0.046, 0.242, 0.230, 0.236, 0.241, 0.246, 0.243, 0.232, 0.248, 0.245, -0.908, 2.503, -0.872, -0.916, -0.918]}

Look up the multiplicity of the second one. 1

Copy entry 1 word for word.
{"formula": "C21H24O4", "method": "ωB97M-V/def2-TZVPD", "lumo_ev": 0.5, "de_lowest_kj_mol": 0.6, "e_homo_ha": -0.318, "homo_lumo_gap_ev": 9.20, "smiles": "CCOc1ccc(C(=O)CCCC(=O)c2ccc(OCC)cc2)cc1", "multiplicity": 1, "molar_mass_g_mol": 340.42, "species": ["C", "C", "O", "C", "C", "C", "C", "C", "O", "C", "C", "C", "C", "O", "C", "C", "C", "C", "O", "C", "C", "C", "C", "C", "C", "H", "H", "H", "H", "H", "H", "H", "H", "H", "H", "H", "H", "H", "H", "H", "H", "H", "H", "H", "H", "H", "H", "H", "H"], "positions_angstrom": [[-8.862, -1.317, 1.253], [-7.621, -1.308, 0.374], [-6.659, -0.480, 1.001], [-5.457, -0.296, 0.411], [-4.565, 0.538, 1.095], [-3.315, 0.805, 0.587], [-2.909, 0.243, -0.627], [-1.589, 0.488, -1.248], [-1.233, -0.111, -2.242], [-0.710, 1.532, -0.590], [0.564, 1.790, -1.389], [1.470, 2.805, -0.681], [1.997, 2.222, 0.614], [1.475, 2.500, 1.676], [3.133, 1.280, 0.542], [3.797, 0.940, -0.635], [4.858, 0.055, -0.626], [5.288, -0.516, 0.571], [6.317, -1.383, 0.694], [7.051, -1.763, -0.455], [8.145, -2.719, -0.008], [4.624, -0.183, 1.757], [3.571, 0.696, 1.737], [-3.800, -0.595, -1.297], [-5.057, -0.865, -0.797], [-8.616, -1.703, 2.238], [-9.628, -1.944, 0.805], [-9.246, -0.307, 1.363], [-7.865, -0.914, -0.622], [-7.226, -2.327, 0.264], [-4.887, 0.964, 2.032], [-2.654, 1.447, 1.146], [-1.280, 2.458, -0.485], [-0.455, 1.186, 0.414], [1.092, 0.845, -1.531], [0.295, 2.170, -2.377], [0.887, 3.696, -0.437], [2.292, 3.097, -1.334], [3.498, 1.361, -1.582], [5.347, -0.183, -1.558], [6.388, -2.255, -1.179], [7.493, -0.875, -0.929], [8.734, -3.033, -0.865], [8.794, -2.229, 0.712], [7.704, -3.593, 0.462], [4.964, -0.632, 2.677], [3.055, 0.958, 2.649], [-3.482, -1.031, -2.232], [-5.717, -1.515, -1.350]], "nbo_charge": [-0.617, -0.064, -0.492, 0.325, -0.268, -0.146, -0.215, 0.594, -0.558, -0.518, -0.382, -0.500, 0.584, -0.562, -0.236, -0.084, -0.342, 0.341, -0.490, -0.064, -0.618, -0.265, -0.123, -0.132, -0.277, 0.215, 0.214, 0.215, 0.173, 0.174, 0.226, 0.220, 0.225, 0.239, 0.218, 0.218, 0.226, 0.217, 0.205, 0.220, 0.174, 0.174, 0.214, 0.215, 0.216, 0.226, 0.237, 0.234, 0.214]}

Look up the multiplicity of the third one. 1